Entry from OMol25: 2 unconnected molecules or ions with the total composition CH5NO3S2 at a distorted geometry (wB97M-V/def2-TZVPD).

LUMO = -0.0132 Eh
ΔE to the lowest compared entry with this formula, charge and spin = 2.083 eV
Highest occupied orbital energy = -9.047 eV
Frontier orbital gap = 8.69 eV
Total energy = -1117.79849 a.u.

Each line ends with the natural charge from an NBO analysis.
Atoms and positions in Å:
C1 0.71 1.53 -0.42  -0.842
N1 -1.11 -2.33 0.88  -0.063
O1 -0.22 -0.64 -1.60  -0.925
O2 -1.62 0.65 -0.02  -0.973
O3 -0.53 -3.02 0.13  -0.328
S1 -2.77 -2.17 0.78  0.225
S2 -0.33 0.01 -0.09  1.516
H1 -0.13 2.29 -0.51  0.251
H2 1.24 1.84 0.47  0.230
H3 1.36 1.60 -1.32  0.245
H4 -0.56 -1.53 -1.79  0.514
H5 -2.50 -1.07 1.44  0.150

Entry from OMol25: a molecular structure, C21H34Cl2F6MnN2O8Si4 (wB97M-V/def2-TZVPD).

LUMO (spin up / spin down) = -0.0648 / -0.0290 Eh
<S²> = 4.14
Multiplicity = 4
ΔE to the lowest compared entry with this formula, charge and spin = 0.837 eV
Highest occupied orbital energy (spin up / spin down) = -9.271 / -8.931 eV
Frontier orbital gap (spin up / spin down) = 7.51 / 8.14 eV
Total energy = -5360.57739 a.u.

Each line ends with the Mulliken spin population.
Atoms and positions in Å:
Mn1 -0.45 0.43 0.54  3.654
O1 3.47 0.86 0.71  0.001
C1 2.32 1.09 0.42  -0.064
O2 1.34 0.38 0.94  -0.073
C2 1.97 2.23 -0.48  0.063
C3 2.89 3.26 -0.63  0.002
C4 2.59 4.31 -1.48  0.004
C5 1.41 4.36 -2.19  -0.003
C6 0.50 3.34 -2.03  -0.003
C7 0.75 2.24 -1.18  -0.038
O3 -0.07 1.23 -1.09  -0.068
N1 -0.77 3.46 -2.77  0.000
O4 -1.75 2.90 -2.32  0.000
O5 -0.76 4.12 -3.79  0.000
N2 3.55 5.41 -1.63  0.000
O6 3.30 6.26 -2.46  0.001
O7 4.54 5.39 -0.93  0.001
H1 3.83 3.23 -0.10  0.000
H2 1.20 5.18 -2.86  0.000
Cl1 -2.77 0.51 -0.27  -0.007
C8 -3.87 1.30 0.94  0.006
Cl2 -3.99 3.01 0.67  0.001
H3 -3.48 1.06 1.92  0.001
H4 -4.83 0.82 0.75  -0.001
C9 -3.22 -2.38 1.43  0.004
Si1 -2.05 -2.97 0.07  -0.044
C10 -1.86 -4.84 0.24  -0.028
C11 -2.80 -2.67 -1.64  -0.008
Si2 0.11 -2.04 0.21  -0.181
Si3 1.29 -3.08 1.95  -0.037
C12 1.75 -4.79 1.32  -0.020
C13 2.88 -2.18 2.43  0.006
C14 0.14 -3.27 3.42  0.004
Si4 1.25 -2.31 -1.84  -0.038
C15 3.10 -2.20 -1.50  0.003
C16 0.87 -4.07 -2.40  -0.020
C17 0.72 -1.13 -3.20  0.003
H5 -4.18 -2.10 1.01  0.000
H6 -2.82 -1.54 2.01  0.003
H7 -3.39 -3.20 2.13  0.001
H8 -2.83 -5.31 0.03  -0.003
H9 -1.56 -5.14 1.24  0.002
H10 -1.14 -5.24 -0.48  0.005
H11 -3.87 -2.91 -1.63  -0.001
H12 -2.32 -3.31 -2.38  0.000
H13 -2.71 -1.64 -2.00  0.002
H14 2.58 -4.75 0.61  -0.001
H15 0.92 -5.33 0.85  0.002
H16 2.07 -5.38 2.18  0.001
H17 3.74 -2.80 2.15  0.000
H18 2.91 -2.04 3.51  0.001
H19 3.00 -1.21 1.95  -0.002
H20 -0.47 -4.17 3.32  -0.001
H21 -0.54 -2.42 3.52  -0.002
H22 0.71 -3.35 4.35  0.001
H23 3.46 -3.16 -1.14  -0.001
H24 3.37 -1.44 -0.77  -0.002
H25 3.64 -1.97 -2.43  0.000
H26 1.16 -4.80 -1.64  0.005
H27 1.44 -4.30 -3.31  -0.002
H28 -0.19 -4.21 -2.63  0.003
H29 0.75 -0.09 -2.89  0.000
H30 -0.30 -1.36 -3.52  0.001
H31 1.38 -1.26 -4.06  0.001
C18 0.85 0.70 3.87  0.021
C19 -0.59 0.89 3.39  -0.033
O8 -0.91 0.12 2.28  -0.115
C20 -0.85 2.40 3.09  0.004
F1 -0.24 3.21 3.95  0.001
F2 -0.38 2.71 1.85  0.002
F3 -2.15 2.71 3.09  -0.001
C21 -1.55 0.45 4.51  -0.002
F4 -2.81 0.28 4.08  0.000
F5 -1.58 1.34 5.51  -0.001
F6 -1.16 -0.72 5.03  0.000
H32 1.55 1.25 3.24  0.000
H33 1.09 -0.35 3.81  -0.005
H34 0.96 1.04 4.90  -0.003

Entry from OMol25: a molecular structure, C22H33CaO17 at a distorted geometry (wB97M-V/def2-TZVPD).

LUMO = -0.0748 Eh
Charge = +1
ΔE to the lowest compared entry with this formula, charge and spin = 2.405 eV
Highest occupied orbital energy = -12.169 eV
Frontier orbital gap = 10.13 eV
Total energy = -2814.81530 a.u.

Each line ends with the Mulliken charge.
Atoms and positions in Å:
Ca1 -5.56 -15.10 -8.17  1.841
C1 -5.87 -15.40 -4.11  -1.352
C2 -5.78 -15.27 -5.62  1.337
O1 -6.84 -15.11 -6.33  -0.684
O2 -4.60 -15.22 -6.15  -0.855
H1 -5.43 -14.52 -3.70  0.371
H2 -5.32 -16.27 -3.69  0.340
H3 -6.91 -15.37 -3.83  0.318
C3 -5.07 -13.19 -14.81  -1.481
C4 -5.71 -14.13 -13.79  0.518
C5 -5.07 -15.52 -13.80  -0.417
O3 -4.81 -15.78 -12.35  -0.314
C6 -5.20 -14.72 -11.66  0.474
O4 -5.08 -14.69 -10.43  -0.823
O5 -5.58 -13.67 -12.40  -0.137
H4 -5.40 -12.16 -14.77  0.352
H5 -5.25 -13.64 -15.74  0.449
H6 -3.96 -13.19 -14.74  0.331
H7 -6.79 -14.13 -13.92  0.236
H8 -4.09 -15.62 -14.23  0.307
H9 -5.71 -16.32 -14.18  0.292
C7 -6.91 -10.86 -12.01  -1.449
C8 -7.73 -11.44 -10.94  1.215
C9 -8.50 -10.49 -10.10  -0.367
O6 -9.79 -11.14 -9.91  -0.357
C10 -9.88 -12.14 -10.82  0.346
O7 -10.90 -12.75 -10.90  -0.524
O8 -8.76 -12.25 -11.55  -0.283
H10 -7.46 -10.17 -12.59  0.507
H11 -6.59 -11.66 -12.64  -0.011
H12 -5.98 -10.40 -11.65  0.376
H13 -7.01 -12.09 -10.43  -0.149
H14 -8.72 -9.54 -10.61  0.363
H15 -8.06 -10.17 -9.14  0.280
C11 -10.07 -12.11 -4.27  -1.640
C12 -9.91 -12.15 -5.74  0.492
C13 -9.63 -10.83 -6.46  -0.364
O9 -8.28 -10.93 -6.91  -0.409
C14 -7.93 -12.23 -6.93  0.433
O10 -7.03 -12.66 -7.57  -0.322
O11 -8.67 -12.93 -6.07  -0.136
H16 -10.44 -13.07 -3.96  0.404
H17 -10.85 -11.39 -4.05  0.431
H18 -9.20 -11.83 -3.72  0.383
H19 -10.74 -12.63 -6.34  0.218
H20 -9.84 -9.95 -5.83  0.383
H21 -10.33 -10.72 -7.30  0.204
C15 -9.49 -14.57 -8.75  0.824
C16 -10.24 -15.45 -9.67  0.347
C17 -9.90 -15.59 -11.15  -0.160
O12 -8.98 -16.70 -11.15  -0.416
C18 -9.26 -17.50 -10.13  0.545
O13 -8.84 -18.56 -10.03  -0.478
O14 -10.13 -16.87 -9.29  -0.392
H22 -9.37 -13.59 -9.13  -0.680
H23 -8.54 -15.10 -8.55  -0.243
H24 -10.02 -14.51 -7.81  0.043
H25 -11.32 -15.24 -9.55  0.378
H26 -9.43 -14.78 -11.71  0.020
H27 -10.77 -15.92 -11.75  0.264
C19 -5.55 -21.95 -7.78  -1.454
C20 -6.20 -20.65 -8.22  0.400
C21 -7.44 -20.20 -7.45  -0.447
O15 -7.24 -18.73 -7.39  -0.250
C22 -5.94 -18.48 -7.66  0.339
O16 -5.49 -17.37 -7.68  -0.523
O17 -5.22 -19.60 -7.79  -0.349
H28 -4.60 -21.95 -8.27  0.387
H29 -6.15 -22.80 -8.25  0.362
H30 -5.41 -22.01 -6.70  0.359
H31 -6.28 -20.63 -9.31  0.367
H32 -7.51 -20.57 -6.42  0.333
H33 -8.30 -20.45 -8.05  0.297

Entry from OMol25: a gas-phase ion, C7H12N (charge +1) at a distorted geometry (wB97M-V/def2-TZVPD).

LUMO (spin up / spin down) = -0.1655 / -0.2482 Eh
Charge = +1
<S²> = 2.01
Multiplicity = 3
ΔE to the lowest compared entry with this formula, charge and spin = 2.642 eV
Highest occupied orbital energy (spin up / spin down) = -9.735 / -14.976 eV
Frontier orbital gap (spin up / spin down) = 5.23 / 8.22 eV
Total energy = -328.18395 a.u.

Each line ends with the natural charge from an NBO analysis.
Atoms and positions in Å:
C1 0.31 1.68 -1.35  -0.349
C2 -0.39 0.78 -0.66  0.070
C3 -2.18 -0.85 -0.52  -0.281
C4 -1.80 0.38 -0.87  -0.177
C5 1.84 -1.49 -0.45  -0.713
C6 -0.29 0.66 1.91  -0.385
C7 1.28 -0.74 0.67  0.291
N1 0.33 0.16 0.62  -0.283
H1 1.34 2.00 -1.19  0.224
H2 -3.26 -1.00 -0.63  0.204
H3 -0.26 2.26 -2.02  0.226
H4 -2.44 1.09 -1.49  0.250
H5 2.47 -2.37 -0.13  0.282
H6 1.36 -1.76 -1.26  0.254
H7 2.77 -0.86 -0.82  0.293
H8 0.55 0.59 2.59  0.220
H9 -0.76 1.59 1.82  0.242
H10 -1.08 0.07 2.15  0.224
H11 1.89 -0.67 1.60  0.230
H12 -1.68 -1.53 0.05  0.179

Entry from OMol25: a gas-phase ion, C2H7N4 (charge +1) at a distorted geometry (wB97M-V/def2-TZVPD).

LUMO = -0.1563 Eh
Charge = +1
ΔE to the lowest compared entry with this formula, charge and spin = 5.806 eV
Highest occupied orbital energy = -12.230 eV
Frontier orbital gap = 7.98 eV
Total energy = -299.00868 a.u.

Each line ends with the natural charge from an NBO analysis.
Atoms and positions in Å:
C1 -1.94 -0.96 -0.16  -0.164
C2 0.87 0.07 0.39  0.043
N1 0.14 1.01 -0.11  -0.223
N2 -1.17 1.25 0.01  -0.199
N3 -2.09 0.32 0.13  -0.229
N4 2.27 0.29 -0.17  -0.740
H1 -0.95 -1.31 -0.51  0.203
H2 -2.79 -1.65 -0.12  0.236
H3 0.71 -0.93 0.96  0.229
H4 -2.99 0.84 0.13  0.460
H5 3.03 0.29 0.55  0.430
H6 2.30 1.33 -0.39  0.492
H7 2.60 -0.55 -0.70  0.462

Entry from OMol25: 14 unconnected molecules or ions with the total composition C42H112O14 at a distorted geometry (wB97M-V/def2-TZVPD).

LUMO = 0.0112 Eh
ΔE to the lowest compared entry with this formula, charge and spin = 0.000 eV
Highest occupied orbital energy = -9.452 eV
Frontier orbital gap = 9.76 eV
Total energy = -2720.78934 a.u.

Each line ends with the Mulliken charge.
Atoms and positions in Å:
C1 -6.15 0.29 -1.43  -0.760
C2 -6.26 0.32 0.09  0.748
C3 -5.43 1.38 0.80  -0.639
O1 -7.63 0.55 0.42  -0.632
H1 -6.77 -0.57 -1.72  0.401
H2 -5.12 0.12 -1.74  -0.135
H3 -6.51 1.16 -1.97  0.302
H4 -5.92 -0.67 0.43  -0.111
H5 -4.38 1.12 0.62  -0.211
H6 -5.54 1.36 1.88  0.407
H7 -5.60 2.41 0.48  0.166
H8 -7.72 0.55 1.38  0.358
C4 0.87 -6.68 -1.44  -1.467
C5 1.28 -5.26 -1.85  0.302
C6 0.21 -4.23 -1.46  -0.382
O2 2.44 -4.90 -1.08  -0.402
H9 0.34 -6.69 -0.49  0.306
H10 1.76 -7.32 -1.38  0.449
H11 0.29 -7.09 -2.27  0.413
H12 1.45 -5.14 -2.93  0.285
H13 0.14 -4.14 -0.38  0.017
H14 -0.76 -4.58 -1.84  0.277
H15 0.42 -3.24 -1.87  0.068
H16 3.07 -5.63 -1.14  0.211
C7 2.17 -5.83 2.40  -1.390
C8 2.40 -4.42 2.94  0.744
C9 1.77 -3.34 2.12  0.492
O3 2.02 -4.33 4.31  -0.670
H17 2.44 -6.62 3.10  0.446
H18 2.76 -5.99 1.49  0.195
H19 1.12 -5.96 2.12  0.318
H20 3.50 -4.28 2.98  -0.126
H21 2.08 -2.34 2.42  -0.562
H22 0.68 -3.29 2.15  0.646
H23 1.97 -3.38 1.04  -0.464
H24 2.15 -3.39 4.53  0.436
C10 -3.15 -3.30 0.75  -1.353
C11 -3.77 -2.61 -0.47  2.341
C12 -2.87 -2.74 -1.70  -1.475
O4 -5.03 -3.16 -0.83  -0.669
H25 -3.68 -2.94 1.63  0.328
H26 -2.08 -3.10 0.79  0.036
H27 -3.32 -4.38 0.69  0.431
H28 -3.91 -1.56 -0.20  -0.919
H29 -2.58 -3.80 -1.76  0.380
H30 -1.92 -2.21 -1.55  0.236
H31 -3.37 -2.50 -2.63  0.332
H32 -5.61 -3.10 -0.06  0.444
C13 6.78 -1.59 0.86  -1.553
C14 5.53 -1.89 1.66  0.973
C15 5.70 -1.70 3.16  -0.992
O5 4.43 -1.08 1.22  -0.069
H33 7.66 -2.11 1.25  0.423
H34 7.03 -0.53 0.99  0.235
H35 6.71 -1.84 -0.20  0.253
H36 5.27 -2.95 1.53  0.098
H37 6.25 -0.78 3.39  0.377
H38 6.18 -2.55 3.64  0.456
H39 4.73 -1.64 3.66  -0.117
H40 4.10 -1.50 0.40  -0.517
C16 -3.34 0.40 3.96  -0.285
C17 -4.29 -0.39 4.84  0.506
C18 -3.72 -0.54 6.24  -1.426
O6 -5.54 0.28 4.90  -0.564
H41 -3.26 1.45 4.26  0.377
H42 -3.60 0.33 2.90  -0.300
H43 -2.30 0.04 4.01  0.099
H44 -4.45 -1.35 4.35  0.200
H45 -2.77 -1.07 6.25  0.348
H46 -4.40 -1.12 6.86  0.374
H47 -3.62 0.41 6.77  0.359
H48 -5.48 1.08 5.43  0.362
C19 -1.68 4.59 0.63  -1.552
C20 -0.76 4.73 -0.58  0.661
C21 0.64 5.10 -0.19  -1.247
O7 -0.78 3.52 -1.36  3.055
H49 -1.20 3.96 1.39  0.244
H50 -2.62 4.11 0.36  0.050
H51 -1.84 5.55 1.12  0.534
H52 -1.17 5.51 -1.22  0.485
H53 1.21 4.31 0.30  -0.051
H54 0.60 5.92 0.54  0.488
H55 1.26 5.46 -1.01  0.273
H56 -0.37 2.81 -0.80  -1.002
C22 4.47 2.19 2.63  -1.036
C23 3.85 2.37 1.23  0.828
C24 4.90 2.62 0.15  -1.315
O8 3.05 1.26 0.93  0.655
H57 5.23 1.41 2.72  0.045
H58 3.66 2.02 3.34  0.111
H59 5.00 3.10 2.96  0.512
H60 3.25 3.28 1.34  0.258
H61 5.67 1.84 0.20  0.135
H62 5.39 3.58 0.27  0.418
H63 4.42 2.60 -0.83  0.226
H64 3.62 0.47 0.88  -0.487
C25 3.08 0.62 5.71  -1.376
C26 1.97 -0.33 5.27  0.033
C27 1.58 0.02 3.83  -0.480
O9 2.44 -1.68 5.26  -0.532
H65 2.81 1.67 5.59  0.367
H66 3.99 0.47 5.12  0.231
H67 3.35 0.49 6.77  0.470
H68 1.11 -0.23 5.94  0.286
H69 2.49 -0.14 3.25  -0.632
H70 1.37 1.09 3.75  0.734
H71 0.82 -0.66 3.44  0.479
H72 2.89 -1.86 6.10  0.279
C28 -1.66 0.64 0.46  -1.108
C29 -0.17 0.42 0.56  1.896
C30 0.21 -0.88 -0.13  2.112
O10 0.50 1.47 -0.18  0.236
H73 -2.19 0.20 1.31  0.151
H74 -2.14 0.23 -0.43  -0.371
H75 -2.01 1.68 0.52  0.215
H76 0.18 0.40 1.59  -1.058
H77 1.29 -1.05 -0.07  -0.351
H78 -0.20 -0.98 -1.13  -1.430
H79 -0.18 -1.75 0.40  -0.373
H80 1.44 1.49 0.08  -0.416
C31 2.80 -0.61 -2.61  -0.273
C32 3.67 -1.87 -2.53  0.904
C33 5.12 -1.59 -2.92  -1.753
O11 3.68 -2.36 -1.19  -0.470
H81 1.76 -0.91 -2.58  -0.283
H82 2.95 -0.09 -3.56  0.570
H83 3.02 0.11 -1.82  -0.366
H84 3.27 -2.62 -3.22  0.409
H85 5.60 -0.86 -2.26  0.225
H86 5.20 -1.15 -3.92  0.446
H87 5.71 -2.50 -2.90  0.408
H88 3.18 -3.20 -1.19  -0.145
C34 2.00 4.65 -5.39  -1.745
C35 1.22 3.87 -4.35  1.282
C36 2.15 3.05 -3.44  -0.756
O12 0.50 4.81 -3.55  -0.688
H89 1.41 5.39 -5.92  0.428
H90 2.42 3.95 -6.12  0.393
H91 2.87 5.15 -4.96  0.359
H92 0.48 3.20 -4.80  -0.205
H93 2.71 3.75 -2.81  0.267
H94 2.87 2.53 -4.09  0.525
H95 1.65 2.32 -2.81  -0.172
H96 -0.02 4.30 -2.91  -0.254
C37 -2.69 -0.68 -5.30  -1.756
C38 -2.69 0.25 -4.09  1.552
C39 -1.32 0.84 -3.77  -0.367
O13 -3.51 1.37 -4.47  -0.696
H97 -3.72 -0.97 -5.51  0.434
H98 -2.14 -1.57 -4.97  0.352
H99 -2.34 -0.25 -6.23  0.398
H100 -3.09 -0.25 -3.20  -0.549
H101 -1.44 1.54 -2.94  -0.324
H102 -0.94 1.43 -4.60  0.340
H103 -0.59 0.08 -3.47  -0.030
H104 -3.71 1.84 -3.65  0.086
C40 -3.58 4.55 -3.72  -1.422
C41 -4.23 4.18 -2.39  0.645
C42 -5.74 4.00 -2.52  -1.515
O14 -3.64 2.97 -1.89  0.717
H105 -2.52 4.36 -3.68  0.162
H106 -3.83 5.60 -3.92  0.496
H107 -4.10 4.00 -4.51  0.397
H108 -4.04 4.99 -1.67  0.475
H109 -6.22 3.87 -1.55  0.319
H110 -5.90 3.09 -3.09  0.228
H111 -6.16 4.85 -3.05  0.425
H112 -2.71 3.09 -1.69  -0.887

Look up the ΔE to the lowest compared entry with this formula, charge and spin of the second one.
0.837 eV

Please write out number 4 again, unchanged.
Entry from OMol25: a gas-phase ion, C7H12N (charge +1) at a distorted geometry (wB97M-V/def2-TZVPD).

LUMO (spin up / spin down) = -0.1655 / -0.2482 Eh
Charge = +1
<S²> = 2.01
Multiplicity = 3
ΔE to the lowest compared entry with this formula, charge and spin = 2.642 eV
Highest occupied orbital energy (spin up / spin down) = -9.735 / -14.976 eV
Frontier orbital gap (spin up / spin down) = 5.23 / 8.22 eV
Total energy = -328.18395 a.u.

Each line ends with the natural charge from an NBO analysis.
Atoms and positions in Å:
C1 0.31 1.68 -1.35  -0.349
C2 -0.39 0.78 -0.66  0.070
C3 -2.18 -0.85 -0.52  -0.281
C4 -1.80 0.38 -0.87  -0.177
C5 1.84 -1.49 -0.45  -0.713
C6 -0.29 0.66 1.91  -0.385
C7 1.28 -0.74 0.67  0.291
N1 0.33 0.16 0.62  -0.283
H1 1.34 2.00 -1.19  0.224
H2 -3.26 -1.00 -0.63  0.204
H3 -0.26 2.26 -2.02  0.226
H4 -2.44 1.09 -1.49  0.250
H5 2.47 -2.37 -0.13  0.282
H6 1.36 -1.76 -1.26  0.254
H7 2.77 -0.86 -0.82  0.293
H8 0.55 0.59 2.59  0.220
H9 -0.76 1.59 1.82  0.242
H10 -1.08 0.07 2.15  0.224
H11 1.89 -0.67 1.60  0.230
H12 -1.68 -1.53 0.05  0.179

Look up the ΔE to the lowest compared entry with this formula, charge and spin of the third one.
2.405 eV

Which formula does entry 5 have?
C2H7N4